No. 1
{"formula": "C32H41NO2OsSSi", "method": "ωB97M-V with the def2-TZVPD basis set", "spin_multiplicity": 5, "gap_ev": [7.528, 6.549], "charge": 2, "s_squared": 6.06, "e_homo_ha": [-0.48936, -0.51366], "elements": ["Os", "C", "C", "C", "C", "C", "C", "C", "C", "C", "C", "H", "H", "H", "H", "H", "H", "H", "H", "H", "H", "H", "H", "H", "H", "H", "C", "Si", "C", "C", "N", "C", "C", "C", "C", "C", "C", "O", "C", "C", "C", "C", "C", "C", "H", "H", "H", "H", "H", "H", "H", "H", "H", "H", "H", "H", "H", "H", "H", "H", "H", "H", "C", "S", "O", "C", "C", "C", "C", "C", "C", "H", "H", "H", "H", "H", "H", "H", "H"], "coordinates": [[0.6628, 0.2401, -0.1091], [0.8173, 0.9951, 2.3204], [2.0456, 0.4407, 1.7995], [2.4985, 1.2791, 0.7431], [1.4718, 2.2781, 0.5152], [0.5042, 2.1557, 1.5892], [-0.5067, 3.1944, 1.9263], [1.6451, 3.5463, -0.2596], [3.8693, 1.2621, 0.1527], [2.8495, -0.6687, 2.3973], [0.0836, 0.5369, 3.5364], [-0.9745, 2.9944, 2.8879], [-1.2885, 3.2823, 1.1679], [-0.0166, 4.1688, 1.9755], [2.4516, 3.4831, -0.9839], [1.8962, 4.3539, 0.4325], [0.7292, 3.8347, -0.7750], [4.5386, 1.8292, 0.8048], [3.8985, 1.7265, -0.8316], [4.2728, 0.2532, 0.0738], [3.6893, -0.2563, 2.9607], [3.2659, -1.3170, 1.6254], [2.2570, -1.2779, 3.0757], [-0.9910, 0.4813, 3.3603], [0.2496, 1.2510, 4.3464], [0.4354, -0.4319, 3.8833], [0.7351, -0.7617, -4.7739], [1.2958, 0.1138, -3.2126], [2.4679, -1.0683, -2.2942], [2.0760, 1.7872, -3.5478], [-0.0090, 0.4027, -1.9894], [-1.3113, 0.5994, -2.3238], [-1.7075, 0.9826, -3.6273], [-3.0302, 1.1009, -3.9701], [-4.0207, 0.8429, -3.0228], [-3.6713, 0.5210, -1.7188], [-2.3419, 0.4271, -1.3587], [-1.9195, 0.1855, -0.0653], [-2.9180, -0.0715, 0.8976], [-3.1531, 0.8850, 1.8678], [-4.1185, 0.6491, 2.8375], [-4.8584, -0.5232, 2.8139], [-4.6295, -1.4630, 1.8172], [-3.6574, -1.2425, 0.8547], [1.4997, -1.4879, -5.0563], [0.6254, -0.0642, -5.6057], [-0.2078, -1.2977, -4.6562], [3.4776, -0.9847, -2.7004], [2.1220, -2.0930, -2.4404], [2.5439, -0.9068, -1.2100], [2.9134, 1.6913, -4.2418], [2.4524, 2.2377, -2.6311], [1.3574, 2.4794, -3.9912], [-0.9356, 1.2040, -4.3533], [-3.3075, 1.4070, -4.9694], [-5.0655, 0.9109, -3.2910], [-4.4426, 0.3629, -0.9790], [-2.6001, 1.8146, 1.8534], [-4.3031, 1.3940, 3.5998], [-5.6253, -0.7001, 3.5553], [-5.2226, -2.3672, 1.7769], [-3.4971, -1.9555, 0.0575], [0.2202, -3.4821, 2.3868], [-0.5758, -2.9517, 0.8542], [0.3808, -1.9304, 0.2508], [-0.3155, -4.4684, -0.0594], [-1.3423, -5.3991, 0.0269], [-1.1911, -6.6246, -0.6020], [-0.0316, -6.8920, -1.3187], [0.9764, -5.9412, -1.4114], [0.8410, -4.7150, -0.7771], [1.2554, -3.7531, 2.1869], [-0.3360, -4.3464, 2.7482], [0.1551, -2.6742, 3.1142], [-2.2460, -5.1745, 0.5836], [-1.9765, -7.3650, -0.5393], [0.0849, -7.8475, -1.8120], [1.8733, -6.1575, -1.9757], [1.6213, -3.9660, -0.8373]], "atomic_forces_ev_per_a": [[-0.12, -0.10, 1.17], [-0.10, 0.17, -0.22], [0.08, 0.08, -0.17], [-0.21, 0.06, 0.24], [0.09, -0.09, -0.04], [0.23, -0.23, -0.04], [-0.12, -0.04, -0.18], [-0.11, -0.03, -0.12], [-0.01, -0.07, -0.16], [-0.06, -0.06, -0.09], [-0.03, -0.12, -0.06], [-0.01, 0.02, 0.00], [0.04, 0.03, -0.01], [0.00, 0.00, 0.05], [-0.01, 0.00, -0.02], [0.01, -0.02, 0.02], [0.03, 0.00, -0.03], [-0.02, 0.02, 0.00], [0.01, -0.03, -0.01], [-0.01, 0.00, -0.01], [-0.03, 0.01, 0.03], [0.00, -0.03, 0.02], [0.03, -0.02, -0.01], [0.02, -0.03, 0.04], [0.01, -0.01, 0.01], [-0.02, 0.00, 0.01], [-0.06, 0.23, 0.23], [0.69, -0.08, -0.24], [-0.33, 0.30, -0.13], [-0.15, -0.35, 0.00], [0.05, -0.28, 0.16], [-0.53, 0.11, 0.08], [0.19, -0.06, 0.06], [-0.13, 0.06, -0.08], [0.19, 0.00, 0.03], [-0.13, 0.06, 0.17], [0.14, 0.18, -0.26], [0.07, -0.13, -0.18], [-0.23, 0.05, 0.34], [0.16, 0.07, -0.11], [-0.06, -0.03, 0.03], [0.01, -0.01, 0.00], [-0.03, 0.00, 0.01], [0.21, -0.03, -0.12], [0.02, 0.01, 0.03], [-0.03, -0.01, 0.01], [0.02, -0.03, 0.03], [0.02, 0.02, 0.00], [-0.02, 0.00, 0.03], [0.19, -0.06, -0.03], [-0.01, -0.04, -0.01], [0.01, 0.00, 0.00], [-0.01, 0.00, 0.01], [-0.07, -0.02, -0.03], [0.03, -0.03, -0.01], [0.00, 0.02, 0.00], [-0.01, 0.03, -0.04], [-0.07, -0.11, -0.01], [-0.01, 0.01, -0.01], [0.02, 0.01, 0.02], [0.01, 0.01, 0.01], [0.04, -0.05, -0.02], [-0.11, 0.21, -0.11], [0.06, -0.71, 0.24], [0.45, 0.82, -0.47], [-0.32, 0.22, 0.08], [-0.07, 0.03, 0.03], [0.06, -0.02, -0.03], [-0.04, -0.01, 0.00], [0.01, 0.02, 0.00], [0.15, 0.11, 0.01], [-0.01, 0.00, -0.09], [-0.01, 0.00, -0.01], [-0.04, 0.01, -0.04], [0.01, -0.01, -0.03], [0.00, 0.01, 0.00], [0.00, 0.01, 0.00], [0.00, 0.00, 0.00], [-0.02, -0.01, 0.01]]}

No. 2
{"formula": "C6H8S3", "method": "ωB97M-V with the def2-TZVPD basis set", "e_above_lowest_ev": 2.401, "spin_multiplicity": 1, "gap_ev": 7.530, "smiles": "SC1=CC=CC(S)(S)C1", "e_homo_ha": -0.28165, "elements": ["S", "C", "C", "C", "C", "C", "S", "S", "C", "H", "H", "H", "H", "H", "H", "H", "H"], "coordinates": [[2.9958, 1.1690, -0.1260], [1.5595, 0.2820, -0.0845], [1.4245, -1.2047, 0.0732], [0.1815, -1.8794, 0.0552], [-0.9865, -1.1791, -0.0410], [-1.0469, 0.3051, 0.0329], [-1.2064, 0.9275, 1.8008], [-2.4758, 1.0945, -0.8967], [0.2230, 0.8781, -0.6491], [2.1545, 2.2700, -0.1053], [2.3797, -1.8276, 0.1135], [0.1050, -3.0154, 0.2172], [-1.9855, -1.6798, 0.0389], [-2.3894, 0.3737, 2.0658], [-3.3293, 0.4938, -0.2187], [0.3451, 1.9966, -0.7036], [-0.0641, 0.5952, -1.6264]], "atomic_forces_ev_per_a": [[-0.52, 1.52, 0.07], [-3.66, -6.97, -1.02], [3.63, 4.13, -0.33], [-2.18, -0.71, -0.04], [-0.82, -1.22, 0.68], [0.04, 1.73, 0.23], [0.73, -0.27, -0.33], [2.79, 0.80, -1.55], [0.72, 1.15, 2.20], [1.45, -0.23, -0.01], [-1.38, 1.04, 0.37], [0.38, 1.94, -0.51], [1.12, 0.27, -0.08], [-0.15, -0.14, -0.09], [-2.35, -1.48, 1.66], [-0.76, -0.88, 0.48], [0.95, -0.68, -1.72]]}

No. 3
{"formula": "C3H11NO4", "method": "ωB97M-V with the def2-TZVPD basis set", "e_above_lowest_ev": 8.001, "spin_multiplicity": 1, "gap_ev": 5.322, "e_homo_ha": -0.35456, "elements": ["C", "C", "C", "O", "O", "N", "H", "H", "H", "H", "H", "H", "H", "H", "H", "O", "H", "H", "O"], "coordinates": [[-0.1921, -1.6416, 1.0269], [-1.0953, -0.5433, 0.5841], [-0.2687, 0.7649, 0.3987], [-0.5894, 1.4382, -0.7653], [-0.2035, 1.5184, 1.4258], [0.5339, -2.0302, -0.1434], [-0.6882, -2.3938, 1.6563], [0.5720, -1.2315, 1.7060], [-1.9424, -0.2512, 1.2076], [-1.5170, -0.8088, -0.3898], [0.7801, 0.3935, 0.1356], [1.2265, -2.7568, -0.0839], [0.2654, -1.5516, -1.0483], [-0.1063, -0.6338, -2.9485], [1.4026, 3.2184, -0.5092], [-0.2068, -0.3453, -2.0413], [0.8458, 2.7783, 0.8850], [-0.3783, 0.8079, -1.5288], [1.5619, 3.2685, 0.4326]], "atomic_forces_ev_per_a": [[0.88, 0.58, 0.07], [-1.55, -1.42, 0.37], [-1.35, 4.75, -1.35], [0.09, 1.35, 3.56], [0.37, -1.67, 0.07], [-0.08, 0.17, 0.32], [-0.25, -0.25, -0.64], [-0.34, -0.07, 0.53], [0.47, -0.16, 0.42], [0.32, 0.40, -0.02], [0.49, -1.09, -0.16], [0.10, 0.16, -0.03], [0.15, -0.17, 0.04], [-0.05, 0.26, -0.16], [-0.29, -0.06, -0.14], [0.37, -1.53, -1.04], [0.23, 0.50, -0.42], [0.14, -1.73, -1.89], [0.28, -0.02, 0.47]]}

No. 4
{"formula": "C17H40O9P2Rh", "method": "ωB97M-V with the def2-TZVPD basis set", "e_above_lowest_ev": 1.365, "spin_multiplicity": 5, "gap_ev": [9.293, 8.695], "charge": 1, "s_squared": 6.02, "e_homo_ha": [-0.40525, -0.44315], "elements": ["Rh", "C", "O", "C", "C", "O", "C", "H", "H", "H", "H", "H", "H", "H", "H", "H", "H", "C", "C", "C", "O", "P", "O", "C", "P", "O", "O", "C", "C", "C", "O", "C", "C", "C", "O", "C", "C", "C", "H", "H", "H", "H", "H", "H", "H", "H", "H", "H", "H", "H", "H", "H", "H", "H", "H", "H", "H", "H", "H", "H", "H", "H", "H", "H", "H", "H", "H", "H", "O"], "coordinates": [[1.6748, 0.6605, -1.7760], [4.4109, 0.3815, -3.1828], [4.0126, 0.9020, -1.9144], [4.2338, 2.2971, -1.7548], [3.2644, 3.1777, -2.4909], [1.9313, 2.9142, -2.0572], [0.9588, 3.7047, -2.7490], [5.4470, 0.6481, -3.4013], [3.7769, 0.7690, -3.9865], [4.2897, -0.6953, -3.1160], [5.2372, 2.5612, -2.1069], [4.1816, 2.4754, -0.6807], [3.3158, 3.0391, -3.5770], [3.5347, 4.2173, -2.2774], [1.1535, 4.7628, -2.5685], [-0.0143, 3.4227, -2.3574], [0.9967, 3.5035, -3.8220], [-4.3190, 1.1328, 0.8923], [-4.2025, 0.1165, -0.2254], [-4.3460, -1.3141, 0.2543], [-2.9686, 0.3622, -0.9785], [-1.4854, -0.1354, -0.8093], [-0.6725, 0.5820, -1.8278], [-1.0029, 0.2282, 0.8822], [0.7169, 0.0552, 1.3859], [1.6694, 0.7879, 0.5122], [0.7336, 0.5065, 2.8890], [0.5316, 1.8217, 3.5057], [0.8551, 2.9628, 2.5639], [-0.8760, 1.8742, 4.0601], [1.0256, -1.4685, 1.4521], [0.4716, -2.3988, 2.4408], [1.5577, -2.7040, 3.4476], [-0.0091, -3.6108, 1.6768], [-1.4093, -1.7008, -0.9120], [-1.3174, -2.3296, -2.2506], [-2.3870, -3.3966, -2.3344], [0.0708, -2.8789, -2.4104], [-5.3280, 1.1029, 1.3044], [-4.1343, 2.1389, 0.5179], [-3.6268, 0.9109, 1.7056], [-4.9624, 0.3198, -0.9786], [-3.6030, -1.5685, 1.0099], [-4.2705, -2.0249, -0.5630], [-5.3284, -1.4276, 0.7145], [-1.5895, -0.3851, 1.5702], [-1.2928, 1.2685, 1.0459], [1.2527, 1.8058, 4.3219], [0.1595, 3.0018, 1.7229], [1.8671, 2.8816, 2.1743], [0.7601, 3.8996, 3.1141], [-1.6154, 1.8972, 3.2575], [-1.0012, 2.7817, 4.6515], [-1.0696, 1.0178, 4.7045], [-0.3642, -1.8940, 2.9352], [2.4074, -3.1678, 2.9468], [1.1773, -3.3982, 4.1979], [1.8862, -1.7948, 3.9482], [0.8286, -4.0635, 1.1453], [-0.7812, -3.3380, 0.9587], [-0.4127, -4.3462, 2.3736], [-1.5053, -1.5495, -2.9907], [-2.2482, -4.1346, -1.5436], [-2.3081, -3.9077, -3.2936], [-3.3835, -2.9639, -2.2643], [0.3202, -3.6211, -1.6520], [0.9470, -2.0911, -2.2531], [0.2334, -3.2595, -3.4183], [1.9432, -1.3243, -1.7593]], "atomic_forces_ev_per_a": [[-0.42, -1.97, 0.73], [0.01, 0.02, -0.10], [-0.20, 0.24, -0.11], [0.43, -0.06, 0.15], [-0.05, 0.27, -0.22], [0.04, -0.23, -0.08], [-0.01, -0.04, 0.02], [0.03, -0.05, 0.11], [0.00, -0.04, -0.02], [0.04, 0.00, -0.05], [0.03, -0.06, 0.10], [-0.06, 0.05, -0.02], [0.05, -0.04, 0.02], [-0.12, 0.02, 0.00], [-0.03, 0.00, 0.02], [-0.01, 0.00, -0.01], [0.00, 0.00, 0.00], [-0.03, -0.03, -0.04], [0.05, -0.02, -0.07], [-0.01, 0.09, 0.01], [0.10, -0.22, 0.11], [-0.06, 0.12, -0.27], [0.35, 0.21, 0.10], [-0.19, -0.04, 0.04], [0.33, -0.03, 0.08], [-0.14, 0.13, -0.28], [0.00, -0.06, -0.01], [0.05, -0.10, -0.10], [-0.03, 0.00, 0.06], [0.05, 0.05, 0.03], [0.04, 0.04, -0.05], [0.02, 0.07, -0.01], [-0.07, -0.02, -0.01], [0.02, 0.00, 0.07], [-0.17, 0.13, 0.03], [0.11, 0.01, -0.01], [0.04, 0.04, 0.02], [0.69, 0.39, -0.03], [0.00, 0.00, -0.01], [0.02, 0.01, 0.02], [0.02, 0.03, 0.02], [-0.03, 0.00, 0.03], [0.09, -0.02, 0.03], [0.02, -0.02, -0.02], [0.00, 0.02, -0.02], [-0.09, -0.01, -0.01], [0.01, 0.03, 0.01], [-0.03, 0.06, 0.03], [0.01, 0.00, -0.01], [0.00, 0.00, -0.02], [0.02, 0.00, 0.00], [-0.02, -0.02, 0.00], [0.00, -0.01, 0.00], [-0.02, -0.01, -0.02], [-0.01, -0.05, 0.02], [0.02, 0.02, 0.00], [0.00, 0.01, 0.00], [0.03, -0.01, 0.00], [-0.02, 0.00, -0.03], [0.01, -0.01, -0.02], [-0.01, 0.00, -0.01], [0.01, 0.00, 0.00], [-0.04, 0.01, 0.02], [0.00, 0.00, -0.01], [-0.02, -0.03, 0.01], [-0.18, -0.18, -0.09], [-1.27, -0.65, -0.25], [-0.11, -0.18, 0.03], [0.69, 2.13, 0.09]]}

No. 5
{"formula": "C4H7FS2", "method": "ωB97M-V with the def2-TZVPD basis set", "e_above_lowest_ev": 0.722, "spin_multiplicity": 1, "gap_ev": 9.936, "smiles": "F[C@]1(CS)C[C@@H]1S", "e_homo_ha": -0.33680, "elements": ["F", "C", "C", "S", "C", "C", "S", "H", "H", "H", "H", "H", "H", "H"], "coordinates": [[0.1096, 0.5914, 1.5232], [0.1188, 0.7363, 0.1583], [1.5497, 0.7916, -0.3154], [2.2759, -0.9007, -0.2062], [-0.9559, 1.5966, -0.5128], [-0.9634, 0.0755, -0.6853], [-2.3478, -0.8663, -0.0053], [1.6070, 1.0626, -1.3365], [2.0444, 1.5113, 0.2827], [2.4584, -0.8733, 1.1477], [-1.6488, 2.0800, 0.1821], [-0.5535, 2.1167, -1.3632], [-0.5615, -0.2439, -1.6477], [-1.6771, -1.9043, 0.5412]], "atomic_forces_ev_per_a": [[-0.46, 0.01, -0.16], [-0.81, 0.36, -0.80], [-1.20, -1.79, 0.53], [0.36, 0.57, 0.74], [0.97, -0.85, 1.11], [0.48, 0.17, 0.55], [0.53, 0.26, -0.07], [0.03, 0.34, -1.05], [0.86, 0.57, 0.52], [-0.13, -0.09, -0.68], [0.08, -0.21, -0.55], [-0.39, 0.54, -0.12], [-0.37, -0.18, 0.18], [0.07, 0.30, -0.19]]}

No. 6
{"formula": "C4H7N3O3", "method": "ωB97M-V with the def2-TZVPD basis set", "e_above_lowest_ev": 6.638, "spin_multiplicity": 1, "gap_ev": 9.757, "smiles": "NC(=O)[C@H]1ONC(=O)[C@H]1N", "e_homo_ha": -0.33508, "elements": ["N", "C", "O", "C", "O", "N", "C", "O", "C", "N", "H", "H", "H", "H", "H", "H", "H"], "coordinates": [[-0.5377, -1.8829, 1.4945], [0.0213, -1.7199, 0.3854], [0.9003, -2.4276, -0.2580], [-0.4986, -0.5881, -0.4847], [-1.5828, 0.1657, 0.2575], [-1.3665, 1.5087, -0.0318], [-0.2738, 1.8895, -0.8015], [0.0898, 2.9151, -1.1993], [0.5801, 0.5798, -0.7630], [1.5504, 0.6398, 0.2567], [-1.1554, -1.2953, 1.8571], [-0.2332, -2.7707, 2.2243], [-0.6307, -0.5864, -1.4357], [-2.2057, 1.9179, -0.4800], [1.0306, 0.4893, -1.5315], [2.1387, -0.4539, 0.1886], [2.1734, 1.6189, 0.3214]], "atomic_forces_ev_per_a": [[2.73, -7.50, 5.58], [3.50, -1.10, -8.30], [-2.25, 1.78, 2.99], [2.05, 4.23, 6.64], [1.53, -0.76, -1.47], [-2.50, 2.86, -0.93], [0.71, -6.54, 2.83], [0.20, 3.68, -1.40], [-5.26, 1.07, 9.58], [4.43, -0.90, 2.39], [-3.17, 3.27, 1.57], [-0.94, 3.48, -3.18], [-2.55, -2.38, -6.13], [0.14, -0.37, 0.93], [4.88, -1.71, -10.72], [-1.63, 4.85, 0.29], [-1.87, -3.96, -0.65]]}